Version a
The following is a DFT calculation (ωB97M-V/def2-TZVPD) of the molecule C2H5N5O.

Results
Multiplicity ... 1
Structure (SMILES) ... CN/N=c1\[nH]nno1
LUMO energy ... 0.66 eV
Charge ... 0
Kohn-Sham gap ... 9.077 eV

Positions of all 13 atoms, in Å:
C 1.55925 0.32179 -1.70412
N -2.24058 -0.81604 2.04767
H 2.21795 -0.29939 -2.38877
H 1.61916 -0.63843 0.12013
N -1.07443 -0.87612 1.32734
N -2.69285 0.33145 2.04847
H -0.78176 -1.80819 0.90746
N 0.88399 -0.38799 -0.59980
C -0.80149 0.36245 0.70399
H 0.76948 1.01435 -2.19119
N 0.05971 0.60006 -0.16615
H 2.20034 1.03011 -1.27690
O -1.71876 1.16596 1.17185

Want to see where the charge sits? The natural (NBO) charges in e are: atom 1 (C): -0.42, atom 2 (N): 0.03, atom 3 (H): 0.20, atom 4 (H): 0.34, atom 5 (N): -0.48, atom 6 (N): 0.14, atom 7 (H): 0.44, atom 8 (N): -0.49, atom 9 (C): 0.62, atom 10 (H): 0.23, atom 11 (N): -0.40, atom 12 (H): 0.18, atom 13 (O): -0.37

***

Version b
The following is a DFT calculation (ωB97M-V/def2-TZVPD) of a structure of composition C2H5N5O.

Results
Multiplicity ... 1
LUMO energy ... 0.28 eV
Charge ... 0
Kohn-Sham gap ... 9.194 eV

Positions of all 13 atoms, in Å:
C -0.74509 -0.72379 0.01966
N -0.32173 1.19368 -1.58068
H 2.07675 0.09857 -0.29705
C 0.51411 -0.43972 0.80855
N -0.63689 -0.28189 -1.23749
H -1.59823 -0.40795 -1.72368
H 0.58691 1.65981 -0.88525
N 1.50981 0.41904 0.47439
O -0.82240 -1.66632 1.94506
N -1.41474 -1.61828 0.69563
H -1.51493 1.83896 -1.53502
H 2.04271 0.67897 1.25544
N 0.32374 -0.75108 2.06045

Want to see where the charge sits? The natural (NBO) charges in e are: atom 1 (C): 0.24, atom 2 (N): -0.71, atom 3 (H): 0.40, atom 4 (C): 0.27, atom 5 (N): -0.46, atom 6 (H): 0.38, atom 7 (H): 0.43, atom 8 (N): -0.83, atom 9 (O): -0.20, atom 10 (N): -0.12, atom 11 (H): 0.34, atom 12 (H): 0.40, atom 13 (N): -0.14

***

Version c
The following is a DFT calculation (ωB97M-V/def2-TZVPD) of the molecule C2H5N5O.

Results
Multiplicity ... 1
Structure (SMILES) ... Nc1n[nH]c(=O)n1N
LUMO energy ... 0.23 eV
Charge ... 0
Kohn-Sham gap ... 9.204 eV

Positions of all 13 atoms, in Å:
H 2.25350 1.61069 0.08433
N -1.07032 -0.18079 1.73572
H -1.61253 -0.00291 2.65668
N -0.28623 -0.57292 -1.74390
C -1.57415 -0.39380 0.49418
N -0.56742 0.14715 -0.30141
H 0.49460 0.05988 -2.34776
C 0.57461 0.39417 0.43310
O -2.59260 -0.82996 0.07931
H 2.13419 0.25732 -0.89388
N 0.30839 0.32048 1.72154
N 1.64394 0.83029 -0.33017
H 0.29402 -1.63960 -1.58773

Want to see where the charge sits? The natural (NBO) charges in e are: atom 1 (H): 0.41, atom 2 (N): -0.48, atom 3 (H): 0.43, atom 4 (N): -0.66, atom 5 (C): 0.72, atom 6 (N): -0.29, atom 7 (H): 0.38, atom 8 (C): 0.48, atom 9 (O): -0.59, atom 10 (H): 0.39, atom 11 (N): -0.30, atom 12 (N): -0.84, atom 13 (H): 0.35

***

Relative energies, in hartree, with the most stable structure set to zero: version a 0.0411; version b 0.1262; version c 0.0000.

***

Version a
The following is a DFT calculation (ωB97M-V/def2-TZVPD) of a cluster of 2 separate species, C10H20N3 in total.

Results
Multiplicity ... 1
LUMO energy (spin up / spin down) ... -3.06 / -3.06 eV
Charge ... +1
Kohn-Sham gap (spin up / spin down) ... 6.476 / 6.333 eV

Positions of all 33 atoms, in Å:
H -1.13042 1.19863 2.51458
H -2.10703 1.76391 -2.15113
C 0.40876 -0.49619 1.24383
H -1.71388 -0.98448 2.72500
C 0.14910 -0.15956 -3.50663
H -2.69415 -1.14778 1.18901
C -1.28921 1.31400 -2.54143
H 2.37140 0.97819 3.32288
H -0.68533 0.16099 3.98442
C 2.04835 0.11292 -2.03991
H -1.21664 -1.28890 -1.07468
C 0.00313 1.39679 -1.84774
N 0.81947 0.43068 -2.49137
H 0.27797 2.46272 -1.86968
H 2.63838 -0.63880 -2.62430
H 0.14571 1.60143 3.89950
H -1.88600 0.07383 -4.20887
N 0.64529 0.28490 2.27824
N -0.59597 -1.32163 0.91305
H 2.56886 0.82941 -1.44915
C -0.69347 -1.92712 -0.35191
H 2.73008 0.52800 1.92182
C 1.88810 1.03741 2.40094
C -1.21658 0.39262 -3.45611
H -1.71465 -2.61227 1.91179
H 1.69830 1.99185 1.84845
H 0.08780 1.00873 -0.77574
H 0.43376 -0.87703 -4.26813
H -1.34547 -2.73516 -0.26238
H 1.22983 -0.63287 0.51868
H 0.20976 -2.15465 -0.77060
C -1.76900 -1.51126 1.80154
C -0.29626 0.92069 3.21601

Want to see where the charge sits? The natural (NBO) charges in e are: atom 1 (H): 0.23, atom 2 (H): 0.22, atom 3 (C): 0.37, atom 4 (H): 0.22, atom 5 (C): -0.13, atom 6 (H): 0.23, atom 7 (C): -0.27, atom 8 (H): 0.24, atom 9 (H): 0.22, atom 10 (C): -0.42, atom 11 (H): 0.22, atom 12 (C): -0.25, atom 13 (N): -0.24, atom 14 (H): 0.25, atom 15 (H): 0.21, atom 16 (H): 0.25, atom 17 (H): 0.23, atom 18 (N): -0.36, atom 19 (N): -0.33, atom 20 (H): 0.19, atom 21 (C): -0.42, atom 22 (H): 0.23, atom 23 (C): -0.43, atom 24 (C): -0.19, atom 25 (H): 0.23, atom 26 (H): 0.23, atom 27 (H): 0.20, atom 28 (H): 0.23, atom 29 (H): 0.22, atom 30 (H): 0.23, atom 31 (H): 0.23, atom 32 (C): -0.42, atom 33 (C): -0.43

***

Version b
The following is a DFT calculation (ωB97M-V/def2-TZVPD) of the ion C10H20N3 with charge +1.

Results
Multiplicity ... 1
LUMO energy (spin up / spin down) ... -6.59 / -5.99 eV
Charge ... +1
Kohn-Sham gap (spin up / spin down) ... 5.610 / 6.608 eV

Positions of all 33 atoms, in Å:
H 4.14924 0.34522 -0.42916
H -3.81232 -0.05707 0.98088
C -1.95832 -0.38970 0.04248
H -1.84896 -0.07775 -2.11014
H 0.80330 3.07751 0.53233
H 2.07145 -2.25876 1.49041
C 2.67109 -2.11860 0.58323
H -0.69625 1.86285 -1.09244
H -1.73239 -1.74394 -1.51469
N -1.54045 0.84663 0.64637
H 3.07093 2.06037 -0.43428
H 2.42520 -2.67597 -0.30939
N 2.34425 -0.75806 0.24176
C 2.26002 1.43932 -0.69853
C 1.44831 -0.09970 0.91694
H 3.17048 -0.29091 -1.68752
H 3.71264 -2.24399 0.69217
C -0.86968 1.89039 0.03203
H 0.26744 2.06115 1.99157
H -4.13378 -0.67817 -0.63642
C -1.96241 -1.63913 1.01184
C -1.49077 -0.73050 -1.36985
H -1.02762 -2.03919 0.86145
H -2.04145 -1.34459 2.00233
C -3.48912 -0.05686 -0.05026
N 1.42020 1.20952 0.55442
H 1.60843 1.76791 -1.53535
H -3.59324 0.84800 -0.42490
H -0.37922 -0.72282 -1.36784
C 0.49351 2.15551 0.88199
H -1.69185 2.65010 0.19939
C 3.04285 0.07855 -0.72693
H -2.69149 -2.36735 0.72609

Want to see where the charge sits? The natural (NBO) charges in e are: atom 1 (H): 0.21, atom 2 (H): 0.23, atom 3 (C): 0.06, atom 4 (H): 0.22, atom 5 (H): 0.23, atom 6 (H): 0.25, atom 7 (C): -0.39, atom 8 (H): 0.21, atom 9 (H): 0.24, atom 10 (N): 0.01, atom 11 (H): 0.23, atom 12 (H): 0.21, atom 13 (N): -0.39, atom 14 (C): -0.25, atom 15 (C): 0.27, atom 16 (H): 0.22, atom 17 (H): 0.22, atom 18 (C): -0.33, atom 19 (H): 0.26, atom 20 (H): 0.25, atom 21 (C): -0.56, atom 22 (C): -0.64, atom 23 (H): 0.22, atom 24 (H): 0.23, atom 25 (C): -0.54, atom 26 (N): -0.44, atom 27 (H): 0.21, atom 28 (H): 0.20, atom 29 (H): 0.21, atom 30 (C): -0.14, atom 31 (H): 0.31, atom 32 (C): -0.24, atom 33 (H): 0.23

***

Relative energies, in hartree, with the most stable structure set to zero: version a 0.0000; version b 0.0507.

***

Version a
The following is a DFT calculation (ωB97M-V/def2-TZVPD) of a cluster of 2 separate species, C2H6N2O3 in total.

Results
Multiplicity ... 1
Structure (SMILES) ... NC(=O)C(=O)O.N
LUMO energy ... 0.42 eV
Charge ... 0
Kohn-Sham gap ... 10.455 eV

Positions of all 13 atoms, in Å:
O 1.63624 1.00876 1.12903
H 0.96997 1.02127 -1.31939
H -0.84231 1.33854 1.04776
H -1.30550 -0.27533 1.24271
C 1.34561 -0.13359 1.01882
C 1.37299 -0.74840 -0.29107
O 1.10640 -1.06190 2.02929
H 0.67789 -1.82499 1.65953
N 1.30391 0.10583 -1.41378
N -0.95899 0.42892 0.65537
O 1.44755 -1.94023 -0.49263
H 1.52321 -0.01865 -2.32960
H -1.67089 0.42126 0.02192

Want to see where the charge sits? The natural (NBO) charges in e are: atom 1 (O): -0.54, atom 2 (H): 0.39, atom 3 (H): 0.38, atom 4 (H): 0.37, atom 5 (C): 0.73, atom 6 (C): 0.56, atom 7 (O): -0.68, atom 8 (H): 0.50, atom 9 (N): -0.81, atom 10 (N): -1.06, atom 11 (O): -0.57, atom 12 (H): 0.39, atom 13 (H): 0.36

***

Version b
The following is a DFT calculation (ωB97M-V/def2-TZVPD) of the molecule C2H6N2O3.

Results
Multiplicity ... 1
Structure (SMILES) ... CCN(O)[N+](=O)[O-]
LUMO energy ... 0.80 eV
Charge ... 0
Kohn-Sham gap ... 10.726 eV

Positions of all 13 atoms, in Å:
N -0.67576 0.28793 0.53720
H 0.38289 -1.45498 0.79660
C 0.62778 -0.38795 0.69212
O -1.82179 -1.54880 0.46652
H 1.53426 1.08325 -0.59074
H 2.39487 -0.42878 -0.35722
O -2.54495 0.17537 -0.55452
H -1.18146 1.72765 -0.66952
C 1.46604 -0.06340 -0.51470
H 1.00586 -0.53671 -1.49097
H 1.21809 -0.04716 1.47837
N -1.75570 -0.41549 0.10087
O -0.65012 1.60907 0.10600

Want to see where the charge sits? The natural (NBO) charges in e are: atom 1 (N): 0.01, atom 2 (H): 0.25, atom 3 (C): -0.25, atom 4 (O): -0.41, atom 5 (H): 0.23, atom 6 (H): 0.21, atom 7 (O): -0.42, atom 8 (H): 0.49, atom 9 (C): -0.61, atom 10 (H): 0.20, atom 11 (H): 0.21, atom 12 (N): 0.63, atom 13 (O): -0.54

***

Relative energies, in hartree, with the most stable structure set to zero: version a 0.0000; version b 0.1949.